# 1
Formula: C3H9N2O3
Source: OMol25
Level of theory: wB97M-V/def2-TZVPD

```
17
Properties=species:S:1:pos:R:3:forces:R:3
O -0.440322 3.404384 0.586357 -0.19 0.34 0.08
O 0.972908 1.887651 0.897990 0.37 -0.29 0.33
O -0.893548 1.264883 0.050708 -0.70 1.25 0.03
N 0.386060 -1.106924 -0.076891 -0.18 3.60 -1.01
N -0.140336 2.093884 0.501257 0.68 -0.08 -0.30
C -0.749836 -1.417865 0.765068 -0.18 -2.05 2.21
C 1.406813 -0.437121 0.327228 -1.05 -2.37 3.28
C 0.099407 -0.982261 -1.515127 -5.72 -4.97 1.03
H -0.150252 -2.045337 -1.893768 1.08 1.38 0.39
H 2.066562 -0.180243 -0.399025 2.06 1.10 -1.81
H -0.920517 -0.559170 -1.735659 1.21 0.36 0.81
H -1.776656 -1.184174 0.301835 1.95 -0.56 0.58
H -0.515377 -2.523456 0.972335 -1.46 1.24 -0.21
H 0.811016 -0.543316 -2.034037 3.45 1.96 -2.27
H -1.213272 3.628217 0.049665 -0.50 -0.43 -0.17
H 1.699916 -0.374898 1.410990 -0.63 -0.04 -1.32
H -0.642566 -0.924255 1.791073 -0.19 -0.44 -1.63
```
Forces are in eV/Å.

Values from the calculation:
E_HOMO = -15.82 eV
Energy = -12367.224 eV
2S+1 = 1
ΔE to the lowest compared entry with this formula, charge and spin = 6.946 eV
HOMO-LUMO gap = 11.456 eV
Molar mass = 121.12 g/mol
Net charge = +1
E_LUMO = -0.1605 Ha

These are the Löwdin partial charges, in e, on atoms 1 to 8: 0.19, 0.11, 0.09, -0.21, -0.42, -0.03, 0.14, 0.00


# 2
Formula: C17H29Cl2EuN2O4
Source: OMol25
Level of theory: wB97M-V/def2-TZVPD

```
55
Properties=species:S:1:pos:R:3:forces:R:3
Eu -0.529923 0.296698 1.054046 -0.06 0.09 -0.55
Cl 0.523338 2.988904 1.090706 0.59 0.63 1.19
Cl -2.604578 -0.995414 -0.623786 -0.03 -0.04 -0.09
O 1.497673 0.150570 2.179522 1.55 1.20 1.29
O -2.187063 1.834097 0.927337 -1.23 1.61 -0.97
O 0.720098 -1.443261 -0.022025 0.02 -0.77 -1.94
O -1.649649 -1.649475 2.116570 0.93 -1.61 -0.64
N 1.029718 -2.946669 -1.703450 0.42 -0.36 -0.02
N 3.231298 1.539887 2.741926 0.36 -0.17 -0.01
C 4.215144 0.922910 1.852279 0.17 0.12 0.13
C -2.310548 2.897428 0.311746 0.73 -0.34 1.31
C 0.488095 -3.630187 -2.869584 0.09 0.26 -0.11
C -5.825926 3.390712 1.262403 0.09 0.13 -0.36
C 0.250369 2.114935 -1.715828 0.69 0.42 -0.41
C 1.958513 1.171168 2.767304 -0.75 -1.19 -0.54
C -5.901934 4.782049 1.383868 0.02 0.00 0.22
C -4.817349 5.603511 1.075834 0.30 -0.07 -0.20
C -3.634349 5.026491 0.589926 -0.17 -0.74 -0.09
C -4.665788 2.800637 0.783537 -0.05 0.58 0.29
C 1.076775 1.760461 -2.962081 -0.53 0.06 -0.44
C 0.409709 -1.912610 -1.148358 0.08 0.34 1.03
C 3.726247 2.544903 3.672048 -0.12 0.04 -0.24
C -3.567506 3.622699 0.473194 -0.82 0.28 0.17
C 2.253432 -3.503097 -1.135601 -0.09 -0.21 -0.09
C -2.030131 2.840893 -2.748840 -0.21 0.81 -0.19
C -0.972286 2.647914 -1.743876 1.91 -1.67 -0.98
H -1.399738 3.268378 -0.301565 -1.02 0.00 0.67
H -2.742334 5.599752 0.327124 -0.34 0.01 0.23
H 4.699793 1.704838 1.250868 -0.23 -0.10 0.11
H 4.270058 3.323903 3.129259 -0.12 -0.04 0.07
H -6.666899 2.768453 1.544493 -0.03 0.09 -0.05
H -2.080255 -1.834405 1.204653 0.45 0.28 1.14
H -2.769694 2.019847 -2.760167 0.25 0.39 0.21
H 0.754880 2.371655 -3.826414 0.19 -0.35 0.29
H -1.625549 2.933502 -3.776904 -0.05 -0.04 0.40
H 2.569162 -2.917429 -0.266437 -0.17 -0.14 -0.27
H 0.288828 -4.686494 -2.636506 0.01 0.31 -0.01
H 0.899098 2.062068 -0.802644 -1.16 0.14 -0.85
H -0.426162 -1.509326 -1.745081 0.14 -0.10 0.34
H -6.821543 5.229843 1.761897 0.24 -0.08 -0.07
H -0.851403 -2.256379 2.174377 -1.54 0.86 -0.12
H 3.759382 0.188667 1.181755 -0.11 0.22 0.34
H 1.207453 -3.584363 -3.699757 -0.21 -0.03 0.15
H 0.934274 0.703916 -3.232028 0.06 0.17 0.00
H 3.034286 -3.488691 -1.912048 -0.16 0.00 0.28
H -0.445595 -3.138089 -3.160201 0.18 -0.18 -0.01
H 2.877161 2.988679 4.197839 0.19 0.00 -0.10
H 4.404140 2.087082 4.401107 -0.09 0.04 -0.08
H 5.007471 0.445848 2.444337 -0.22 -0.04 -0.08
H 2.161041 1.918489 -2.816327 -0.57 0.02 0.13
H -4.546211 1.719810 0.705238 -0.10 0.30 0.02
H 1.283441 1.827897 3.337642 0.45 -0.24 0.12
H -4.889914 6.684086 1.247216 0.06 -0.48 -0.21
H 2.075509 -4.549908 -0.844749 0.13 0.30 0.02
H -2.518034 3.811615 -2.498207 -0.12 -0.68 -0.42
```
Forces are in eV/Å.

Values from the calculation:
E_HOMO (alpha / beta) = -5.60 / -4.31 eV
Energy = -73641.700 eV
2S+1 = 7
HOMO-LUMO gap (alpha / beta) = 5.973 / 4.573 eV
Molar mass = 548.30 g/mol
Net charge = 0
E_LUMO (alpha / beta) = 0.0136 / 0.0095 Ha

These are the Löwdin partial charges, in e, on atoms 1 to 8: 1.41, 0.03, -0.18, -0.23, -0.25, -0.19, -0.26, -0.18


# 3
Formula: C48H42N4O5P2S2Se3Y
Source: OMol25
Level of theory: wB97M-V/def2-TZVPD

```
107
Properties=species:S:1:pos:R:3:forces:R:3
Y 0.602036 1.427884 -3.019247 -1.00 -0.84 0.17
Se -1.600787 -1.030504 -5.332962 0.03 -0.15 0.04
Se -1.426317 1.274366 -5.131751 -0.51 -0.03 -0.23
Se 1.714425 3.156496 -4.728352 0.76 1.48 -1.40
S 1.029598 -0.098237 -0.076708 0.48 -0.07 0.29
S -0.328400 3.614841 -1.197466 -0.09 0.05 0.21
P 0.858836 -3.457697 -0.387280 -0.03 0.09 0.03
P -0.510382 0.403232 2.550013 -0.08 -0.02 -0.04
O 2.396802 2.590824 -3.280597 0.59 0.27 -0.06
O 0.150400 3.382656 -4.180456 0.19 0.15 -0.20
O 2.403731 4.496559 -5.268563 -0.07 -0.16 0.13
O 1.618360 1.816538 -5.641200 0.14 0.01 0.23
O 1.557970 0.161997 -1.507258 0.05 -0.18 0.95
N 1.601386 5.165453 -2.209048 -0.05 -0.04 0.06
N -0.538161 5.899706 -2.512758 -0.07 0.00 -0.02
N -1.715927 1.071331 -2.374138 -0.39 -0.23 0.18
N 1.023226 -0.711978 -4.266988 0.02 -0.10 0.04
C 2.309401 2.309475 0.285264 0.11 -0.03 0.05
C 0.076251 -0.139668 4.199705 0.12 0.00 -0.05
C 1.986027 3.698695 2.218953 -0.05 -0.03 0.03
C 0.588497 -5.132945 1.931330 -0.05 -0.03 0.02
C 1.822210 -0.412271 5.853360 0.00 0.01 -0.02
C 0.732555 1.641642 2.017934 -0.08 -0.05 0.02
C 4.330785 -1.414844 1.934231 -0.04 0.01 -0.02
C -2.885561 -2.488122 1.077534 -0.01 0.00 -0.01
C 0.750362 -2.544166 -5.773685 -0.01 -0.01 0.01
C 0.557227 -6.188429 -0.223862 -0.03 0.00 -0.01
C -2.339314 1.079629 -1.192826 0.06 -0.04 0.03
C 0.265648 -1.446706 -5.077808 -0.02 0.05 0.06
C 0.288049 4.977980 -2.039742 0.19 0.01 0.02
C 3.385829 -0.600260 1.339397 -0.06 -0.03 -0.04
C 2.887416 -2.114221 -4.803865 0.04 -0.02 0.00
C 0.281539 -7.513518 1.761306 0.01 0.02 0.00
C 0.394167 -6.363371 2.536148 0.00 0.01 -0.02
C -0.128989 6.959720 -3.421059 0.00 0.01 0.06
C -4.295438 1.661322 3.537675 0.04 0.01 -0.03
C -3.706735 1.883840 -3.410608 -0.02 0.07 -0.01
C 1.377243 1.425184 0.806348 0.10 -0.11 -0.01
C 0.364641 -7.425525 0.381941 0.00 0.03 -0.01
C 0.664937 -5.030430 0.540181 0.08 0.01 -0.02
C 4.147383 -2.787873 1.915544 -0.03 0.01 -0.03
C -0.702694 -1.047695 4.922081 0.01 0.01 0.00
C 1.354955 0.152945 4.673178 -0.02 0.03 0.04
C -1.557445 -2.609412 -1.351260 -0.03 -0.07 0.02
C -2.399022 1.443311 -3.459577 -0.02 -0.20 -0.02
C -3.243879 3.493028 2.406496 -0.01 -0.01 -0.03
C 2.320738 -1.037908 -4.155594 -0.08 -0.02 0.02
C 3.037866 -3.328562 1.290059 0.04 0.01 0.06
C -4.354017 2.957447 3.040237 0.01 -0.02 0.01
C -0.242172 -1.599601 6.106883 0.01 0.02 -0.01
C -2.074051 2.751822 2.287073 -0.04 0.03 -0.05
C -2.932643 -2.407100 -1.323215 0.05 0.10 -0.02
C 2.613976 3.451538 1.003438 0.01 0.02 0.00
C 2.081339 -2.888915 -5.621167 -0.02 -0.04 -0.03
C -0.838862 -2.785772 -0.169292 0.00 -0.06 0.00
C -3.129516 0.920324 3.417710 0.01 0.05 -0.01
C -1.990114 1.464175 2.817006 0.04 0.00 -0.01
C -3.598364 -2.355898 -0.108861 0.01 0.10 0.00
C 1.052478 2.803690 2.719252 0.10 0.07 0.03
C -1.518952 -2.708567 1.046997 0.04 0.01 0.03
C 2.048863 -2.535281 0.695480 0.05 -0.14 -0.11
C 1.024607 -1.282557 6.577947 -0.02 -0.01 0.00
C 2.256383 -1.147654 0.729850 -0.21 -0.16 -0.11
C -3.649692 1.493451 -1.047916 -0.02 -0.05 0.03
C -4.337136 1.916805 -2.172874 -0.03 0.03 -0.02
H 0.709793 -4.252789 2.552258 -0.04 0.00 -0.01
H 2.815835 -0.166760 6.206128 -0.01 0.00 -0.01
H -3.480321 -2.306357 -2.251296 -0.01 0.01 -0.03
H -1.764151 0.752261 -0.332850 0.01 0.00 -0.01
H 2.922364 -0.411766 -3.508597 0.00 0.02 0.00
H 1.925368 5.810362 -2.915417 0.01 0.01 -0.01
H -1.675958 -1.345756 4.557355 -0.03 -0.02 -0.03
H -5.360998 2.259571 -2.093673 0.01 -0.01 -0.01
H 1.389670 -1.720601 7.497717 -0.01 0.01 -0.01
H -5.161917 1.223224 4.016294 0.02 0.00 0.01
H -4.211217 2.181046 -4.318874 -0.02 0.00 0.02
H 5.201687 -0.974346 2.401189 -0.02 -0.01 0.00
H -0.989249 -2.860805 1.977923 0.04 0.03 0.01
H 3.550095 0.463225 1.350936 -0.08 0.15 0.01
H 2.937900 -4.403733 1.257991 0.02 0.00 0.00
H 2.487487 -3.740533 -6.151013 -0.01 0.01 0.00
H -4.107837 1.486037 -0.067960 0.01 0.02 0.00
H -1.040726 -2.686606 -2.301955 -0.01 0.03 -0.02
H 0.565882 3.000116 3.667282 -0.01 0.02 -0.02
H -3.404817 -2.454562 2.027821 0.00 0.01 -0.01
H 0.140341 -8.475685 2.236746 -0.01 0.02 -0.01
H 2.002018 0.824255 4.125540 0.00 0.01 -0.02
H -1.516298 5.699991 -2.393246 0.00 -0.01 -0.02
H -3.118565 -0.091623 3.796714 0.00 -0.03 0.02
H -0.869766 -2.289401 6.656035 0.00 0.00 0.00
H 2.799276 2.096904 -0.657179 -0.03 0.02 -0.03
H 2.181871 4.347060 -2.090204 0.01 0.00 0.01
H 0.431263 6.545493 -4.262500 -0.02 -0.01 -0.03
H -4.671843 -2.217815 -0.082821 0.00 0.00 0.00
H -5.259124 3.542103 3.145089 0.01 -0.02 -0.01
H 3.336832 4.156836 0.613782 0.00 -0.02 0.01
H 2.224355 4.595190 2.776701 -0.01 -0.02 0.00
H 0.095565 -3.096959 -6.432850 0.02 -0.01 -0.01
H -3.278323 4.496458 1.999924 0.00 -0.02 0.00
H 3.936746 -2.333966 -4.669877 -0.01 0.01 -0.01
H 0.290756 -8.317664 -0.226332 -0.01 0.01 0.00
H 0.622689 -6.121087 -1.303744 0.02 -0.01 0.01
H 0.476711 7.708949 -2.908617 0.00 -0.02 0.01
H 4.872883 -3.444475 2.378692 -0.01 0.01 -0.02
H -1.234274 3.192650 1.765102 -0.05 0.00 0.02
H -1.018972 7.447041 -3.806115 -0.01 0.01 0.00
H 0.333394 -6.427705 3.615339 0.02 0.00 -0.02
```
Forces are in eV/Å.

Values from the calculation:
E_HOMO = -10.38 eV
Energy = -303983.296 eV
2S+1 = 1
HOMO-LUMO gap = 7.648 eV
Molar mass = 1206.75 g/mol
Net charge = +1
E_LUMO = -0.1002 Ha

These are the Löwdin partial charges, in e, on atoms 1 to 8: 1.19, 0.74, 0.80, 0.77, 1.01, 0.70, 1.12, 1.11


# 4
Formula: C22H28N2O3S
Source: OMol25
Level of theory: wB97M-V/def2-TZVPD

```
56
Properties=species:S:1:pos:R:3:forces:R:3
S 3.974884 0.718805 0.438581 0.58 -0.21 -0.18
O -4.440624 -1.930561 1.740844 -0.15 -0.03 0.26
O 5.516523 3.696460 0.726832 -0.19 0.07 0.13
O 3.855546 -1.771355 -2.350215 0.09 0.03 -0.16
N -4.138233 -0.566278 -0.063830 0.11 0.26 -0.41
N 2.715598 -2.227953 -0.460008 -0.19 -0.18 0.06
C -3.814361 -1.602399 0.759150 0.42 -0.39 -0.30
C 5.582184 1.267892 0.771105 -0.20 -0.02 -0.06
C 5.940430 -0.668600 -0.446371 -0.39 -0.24 -0.05
C -6.342824 2.228109 -0.966604 0.04 -0.07 0.05
C 2.487517 -2.162097 0.961823 -0.04 0.25 0.44
C 6.390368 3.886005 -0.358668 0.04 -0.02 -0.13
C 6.509960 0.426125 0.236489 -0.14 0.21 0.21
C 1.698004 -2.976018 -1.164490 -0.19 0.06 -0.50
C 5.808873 2.554120 1.501951 0.00 0.06 0.12
C -5.310562 1.305805 -0.971372 -0.05 -0.01 0.06
C -7.289832 2.166201 0.050613 -0.03 0.00 0.03
C -2.533846 -2.305300 0.330945 -0.02 0.15 0.22
C -6.448353 3.276339 -2.032746 -0.02 0.00 0.01
C -1.318840 -1.496168 0.796855 0.14 -0.37 -0.02
C -6.163844 0.277768 1.029061 0.08 -0.20 0.14
C 3.687362 -1.599295 -1.154657 0.20 -0.12 -0.19
C 1.154485 -1.468865 1.245095 0.07 -0.44 0.00
C 0.335326 -2.315949 -0.952156 0.11 -0.36 0.25
C -5.211825 0.329084 0.018123 -0.29 0.14 0.16
C 0.012790 -2.209367 0.540969 -0.11 0.52 -0.09
C 4.577707 -0.670676 -0.411405 0.13 0.59 0.19
C -7.195554 1.199889 1.034072 -0.01 0.13 -0.13
H -1.420165 -1.318508 1.869908 -0.02 0.08 0.03
H -1.305950 -0.521977 0.301489 0.04 0.09 0.03
H -0.050701 -3.221449 0.957119 0.01 -0.04 0.03
H -7.389744 3.173754 -2.571006 -0.03 0.04 -0.08
H -5.631021 3.196405 -2.744932 0.03 0.04 -0.07
H 1.204780 -0.439747 0.883320 -0.02 0.10 0.01
H 3.310211 -1.643380 1.452715 -0.07 -0.16 -0.03
H -7.935093 1.159325 1.819839 -0.06 -0.01 0.07
H -8.100454 2.879852 0.066019 -0.10 0.08 0.00
H -6.092465 -0.474968 1.794944 0.01 -0.02 0.01
H 0.355288 -1.316114 -1.391628 -0.03 0.07 -0.06
H -3.525507 -0.403880 -0.851301 -0.06 -0.13 0.18
H 7.428083 3.984610 -0.016037 0.00 0.01 -0.02
H 6.078544 4.808453 -0.843449 0.07 -0.02 -0.05
H 2.451688 -3.189297 1.347344 0.04 0.06 0.03
H -2.521691 -2.436521 -0.751898 0.00 -0.05 -0.04
H 6.510436 -1.433562 -0.941709 0.05 -0.14 -0.15
H -4.566529 1.341859 -1.756970 0.08 0.02 -0.10
H 6.854658 2.585291 1.846881 -0.13 -0.04 0.00
H 7.570539 0.582459 0.327136 0.19 0.09 0.05
H -6.427067 4.270657 -1.588707 0.01 0.08 -0.04
H 1.967115 -2.988711 -2.221905 -0.03 -0.09 0.17
H 6.332646 3.059845 -1.076378 0.01 0.06 0.01
H -2.518915 -3.286702 0.806104 -0.08 0.02 -0.05
H 1.681176 -4.004598 -0.786550 0.02 0.02 -0.03
H -0.422342 -2.905247 -1.468900 -0.06 0.02 -0.07
H 0.980096 -1.443451 2.321386 -0.03 0.05 0.07
H 5.143545 2.623872 2.367162 0.18 -0.02 -0.02
```
Forces are in eV/Å.

Values from the calculation:
E_HOMO = -8.45 eV
Energy = -43227.259 eV
2S+1 = 1
ΔE to the lowest compared entry with this formula, charge and spin = 0.423 eV
HOMO-LUMO gap = 8.964 eV
Molar mass = 400.54 g/mol
Net charge = 0
E_LUMO = 0.0188 Ha

These are the Löwdin partial charges, in e, on atoms 1 to 8: 1.12, 0.08, -0.19, 0.07, 0.13, -0.06, -0.47, -0.50